# 1
# C12H36O6

A 6-piece molecular cluster, C12H36O6 overall in a non-equilibrium geometry (ωB97M-V with the def2-TZVPD basis set, the Open Molecules 2025 dataset).

Values from the calculation:
HOMO-LUMO gap in eV: 9.8493
Energy relative to the best compared isomer or geometry (same formula, charge and spin) in kcal/mol: 43.1
Maximum force in eV/Å: 1.5
LUMO level in Eh: 0.0191
SMILES: CCO.CCO.CCO.CCO.CCO.CCO
Calculated total energy in a.u.: -930.174252
Total charge: 0

Geometry (Å):
1 C -21.4491 8.3446 -2.8897
2 C -22.9327 8.3472 -3.2712
3 O -23.5270 9.5844 -2.9160
4 H -21.2977 8.2333 -1.8131
5 H -20.9658 9.2475 -3.2643
6 H -20.8973 7.5090 -3.3357
7 H -23.4612 7.5647 -2.7141
8 H -22.9691 8.1657 -4.3441
9 H -23.3165 9.8029 -1.9952
10 C -24.7131 15.0241 -6.6260
11 C -23.5902 15.9153 -7.1095
12 O -22.3079 15.2411 -7.0378
13 H -24.3934 14.5411 -5.6988
14 H -24.9397 14.2271 -7.3312
15 H -25.6093 15.6061 -6.4158
16 H -23.4765 16.8927 -6.6377
17 H -23.7083 16.1547 -8.1720
18 H -21.7647 15.7034 -6.3949
19 C -22.1454 12.4339 -4.6432
20 C -22.6240 11.9291 -5.9972
21 O -21.7636 12.4282 -7.0397
22 H -21.1410 12.0682 -4.4451
23 H -22.8334 12.0392 -3.8875
24 H -22.1927 13.5225 -4.5807
25 H -23.6673 12.1836 -6.1916
26 H -22.5263 10.8434 -6.0040
27 H -21.9079 13.3943 -7.0761
28 C -21.8911 12.0221 -0.6999
29 C -22.4292 11.1279 0.3879
30 O -23.5123 10.3522 -0.1535
31 H -22.7223 12.6608 -1.0217
32 H -21.5109 11.4799 -1.5596
33 H -21.1678 12.7170 -0.2725
34 H -22.7872 11.6343 1.2849
35 H -21.6366 10.4199 0.6682
36 H -24.0246 9.9205 0.5319
37 C -18.8924 14.0567 -6.8913
38 C -18.4399 14.1514 -5.4438
39 O -17.1570 13.5244 -5.3523
40 H -19.8140 14.6088 -7.0582
41 H -19.0315 13.0077 -7.1465
42 H -18.1528 14.4360 -7.5985
43 H -19.1889 13.6396 -4.8299
44 H -18.3937 15.1812 -5.0709
45 H -16.9477 13.5013 -4.4107
46 C -21.4389 8.8804 -10.3506
47 C -21.9296 9.9318 -9.3912
48 O -21.0384 10.0038 -8.3026
49 H -20.4515 9.1687 -10.7214
50 H -22.0843 8.7430 -11.2169
51 H -21.2906 7.9270 -9.8386
52 H -22.9499 9.7254 -9.0416
53 H -21.9828 10.8884 -9.9292
54 H -21.2519 10.7845 -7.7637



# 2
# C12H36O6

A 6-piece molecular cluster, C12H36O6 overall in a non-equilibrium geometry (ωB97M-V with the def2-TZVPD basis set, the Open Molecules 2025 dataset).

Values from the calculation:
HOMO-LUMO gap in eV: 9.7728
Energy relative to the best compared isomer or geometry (same formula, charge and spin) in kcal/mol: 71.7
Maximum force in eV/Å: 3.5
LUMO level in Eh: 0.0121
SMILES: CCO.CCO.CCO.CCO.CCO.CCO
Calculated total energy in a.u.: -930.128693
Total charge: 0

Geometry (Å):
1 C -5.0995 0.3172 1.6705
2 C -4.4582 0.5712 0.3298
3 O -3.9317 -0.6068 -0.2204
4 H -5.8404 -0.4751 1.5631
5 H -5.6633 1.1279 2.1320
6 H -4.3669 0.0967 2.4469
7 H -3.6050 1.2452 0.4067
8 H -5.1537 0.9935 -0.3955
9 H -4.6509 -1.2012 -0.4464
10 C -2.2289 -2.7980 3.1002
11 C -2.4005 -3.1426 1.7274
12 O -1.7415 -2.1719 0.9502
13 H -1.2224 -3.0921 3.3979
14 H -2.9299 -3.2394 3.8086
15 H -2.4172 -1.7426 3.2973
16 H -3.4315 -3.3004 1.4108
17 H -2.0576 -4.1554 1.5159
18 H -2.4328 -1.5603 0.6861
19 C 1.0519 -2.1156 -1.5172
20 C 1.3202 -3.2889 -0.5199
21 O 0.1669 -3.9690 -0.2000
22 H 1.9318 -1.5395 -1.8035
23 H 0.2485 -1.5068 -1.1024
24 H 0.6469 -2.5542 -2.4291
25 H 1.7792 -2.7817 0.3287
26 H 2.0629 -3.9384 -0.9831
27 H -0.3742 -3.4477 0.3975
28 C -0.3299 0.7430 1.7340
29 C -0.2728 2.0085 0.9028
30 O 0.8390 1.9262 -0.0117
31 H -0.9888 0.9942 2.5651
32 H 0.6697 0.5644 2.1301
33 H -0.5045 -0.1532 1.1387
34 H -0.1649 2.8720 1.5591
35 H -1.2568 2.1374 0.4521
36 H 0.4139 1.5816 -0.8004
37 C 3.2279 2.5457 -3.9481
38 C 1.8737 2.0167 -3.6785
39 O 1.9086 0.5996 -3.8646
40 H 3.0920 3.6271 -3.9608
41 H 3.6003 2.2990 -4.9423
42 H 4.0033 2.1586 -3.2871
43 H 1.2969 2.6421 -4.3599
44 H 1.5324 2.4933 -2.7596
45 H 1.0168 0.2527 -3.7876
46 C 3.9247 1.3125 1.2829
47 C 4.2198 2.1652 0.0248
48 O 3.2423 3.2049 0.0700
49 H 2.9131 0.9230 1.1689
50 H 4.1162 1.8594 2.2061
51 H 4.5883 0.4485 1.2482
52 H 4.2813 1.5870 -0.8972
53 H 5.1815 2.6662 0.1357
54 H 2.3738 2.7999 0.1272



# 3
# C12H36O6

A 6-piece molecular cluster, C12H36O6 overall in a non-equilibrium geometry (ωB97M-V with the def2-TZVPD basis set, the Open Molecules 2025 dataset).

Values from the calculation:
HOMO-LUMO gap in eV: 10.5031
Energy relative to the best compared isomer or geometry (same formula, charge and spin) in kcal/mol: 82.4
Maximum force in eV/Å: 3.0
LUMO level in Eh: 0.0192
SMILES: CCO.CCO.CCO.CCO.CCO.CCO
Calculated total energy in a.u.: -930.111625
Total charge: 0

Geometry (Å):
1 C 22.6894 25.2740 5.1810
2 C 22.4421 24.2921 6.3616
3 O 21.5622 23.3076 5.8197
4 H 23.2218 26.1184 5.6187
5 H 21.7400 25.7156 4.8781
6 H 23.2625 24.9391 4.3164
7 H 21.8348 24.9213 7.0123
8 H 23.3550 24.0413 6.9017
9 H 21.2479 22.7441 6.5306
10 C 21.9413 17.2247 3.4277
11 C 21.8231 18.5490 4.2269
12 O 22.5675 19.5985 3.6570
13 H 22.9758 17.1800 3.0870
14 H 21.3449 17.3750 2.5277
15 H 21.6584 16.3536 4.0186
16 H 22.0111 18.4267 5.2936
17 H 20.7874 18.8826 4.1621
18 H 22.0667 20.4042 3.8045
19 C 17.3404 26.5299 -4.2392
20 C 17.2009 28.0548 -4.5582
21 O 17.6422 28.7625 -3.4071
22 H 16.8982 25.9113 -5.0201
23 H 16.7801 26.2029 -3.3633
24 H 18.3767 26.2429 -4.0606
25 H 16.1397 28.1433 -4.7911
26 H 17.8105 28.2296 -5.4446
27 H 18.1202 29.5711 -3.6055
28 C 23.0835 23.6739 -1.1667
29 C 23.0817 22.5697 -0.0889
30 O 24.3403 22.5193 0.5240
31 H 23.7772 23.4750 -1.9836
32 H 23.3764 24.6219 -0.7154
33 H 22.0827 23.9192 -1.5220
34 H 22.8478 21.5317 -0.3256
35 H 22.3204 22.8320 0.6456
36 H 24.2851 21.7435 1.0868
37 C 22.2338 26.3110 -6.6054
38 C 22.1979 26.4418 -8.1529
39 O 22.4577 25.1467 -8.7181
40 H 21.6142 25.4543 -6.3404
41 H 21.8584 27.2259 -6.1471
42 H 23.2243 26.1183 -6.1931
43 H 22.9752 27.1172 -8.5102
44 H 21.2358 26.8030 -8.5161
45 H 23.3158 24.8781 -8.3820
46 C 27.8525 25.0432 3.6092
47 C 28.1851 25.5026 2.1811
48 O 27.0050 25.8499 1.5343
49 H 27.2276 24.1592 3.7365
50 H 27.4212 25.8960 4.1334
51 H 28.8041 24.6886 4.0051
52 H 28.8872 24.8597 1.6500
53 H 28.6011 26.4968 2.3445
54 H 26.5366 25.0437 1.3059



# 4
# C12H37BN5O7Sr

C12H37BN5O7Sr as an isolated structure in a non-equilibrium geometry (ωB97M-V with the def2-TZVPD basis set, the Open Molecules 2025 dataset).

Values from the calculation:
HOMO-LUMO gap in eV: 8.4066
Maximum force in eV/Å: 4.2
LUMO level in Eh: -0.1031
Calculated total energy in a.u.: -1335.347555
Total charge: +1

Geometry (Å):
1 Sr 0.7515 -0.5020 1.5014
2 B -0.5305 -0.0412 -0.6198
3 H -1.1429 -0.1193 0.2651
4 H 0.2161 0.7288 -0.5018
5 H -0.0357 -0.9896 -0.7616
6 H -1.1368 0.1952 -1.4805
7 C 0.3892 -0.1010 -4.1884
8 O -0.5525 -1.0067 -3.5827
9 H 0.7284 -0.3770 -5.1868
10 H -0.2117 0.8058 -4.2571
11 H 1.2793 -0.0348 -3.5628
12 H -0.6954 -0.6377 -2.7081
13 C -2.3459 3.0051 -2.0616
14 O -1.1188 2.8336 -1.4536
15 H -2.0443 3.0376 -3.1086
16 H -2.9742 2.1236 -1.9346
17 H -2.7311 3.9423 -1.6597
18 H -0.9434 1.8964 -1.5649
19 O -1.2772 0.0185 2.9653
20 C -2.4840 0.1294 2.9665
21 N -3.0193 1.3059 2.7858
22 C -3.3520 -1.0434 3.3826
23 H -3.9205 1.3389 3.2406
24 H -2.4903 2.1373 2.5642
25 H -4.0690 -0.7450 4.1474
26 H -2.7042 -1.8076 3.8121
27 H -3.8781 -1.4207 2.5057
28 O -4.8763 -2.7551 -1.3097
29 C -3.6990 -2.6169 -1.0166
30 N -3.0798 -1.4531 -1.2293
31 C -2.9317 -3.6001 -0.2135
32 H -3.5350 -0.7100 -1.7399
33 H -2.0919 -1.2444 -1.2059
34 H -2.7267 -3.2096 0.7833
35 H -1.9946 -3.8718 -0.6993
36 H -3.5574 -4.4768 -0.0462
37 O 0.6390 1.9791 1.9435
38 C 0.6197 3.2060 2.0119
39 N 0.2289 3.9272 0.9959
40 C 1.1323 3.9613 3.1872
41 H 0.2359 4.9368 0.9719
42 H -0.1372 3.4595 0.1790
43 H 1.5241 4.9260 2.8647
44 H 1.8945 3.3786 3.7045
45 H 0.3446 4.1303 3.9213
46 O 2.2173 -2.4018 0.3906
47 C 2.3560 -2.6788 -0.8048
48 N 3.4528 -2.5731 -1.5284
49 C 1.2254 -3.3389 -1.4802
50 H 3.4391 -2.9628 -2.4600
51 H 4.2531 -2.1005 -1.1331
52 H 0.6147 -3.7617 -0.6825
53 H 1.6501 -4.2057 -1.9865
54 H 0.7103 -2.6315 -2.1300
55 O 2.9582 0.5920 0.6824
56 C 4.0972 0.1677 0.8923
57 N 4.5208 -0.5233 1.9848
58 C 5.1842 0.7171 -0.0347
59 H 3.9237 -0.7409 2.7698
60 H 5.4581 -0.8982 2.0173
61 H 5.9417 1.3683 0.4016
62 H 4.6679 1.3261 -0.7768
63 H 5.6339 0.0065 -0.7281